--- w ---
Density functional theory data (ωB97M-V with the def2-TZVPD basis set) for the molecule C4H6FNS.

Structure (ORCA input):
```
! wB97M-V def2-TZVPD RIJCOSX def2/J DEFGRID3
* xyz 0 1
S 1.7797 -0.6853 0.7452
F -0.2142 -2.0972 -2.9568
N -0.5675 0.1096 -0.0814
C 0.4477 0.3072 0.7353
C -0.6267 -0.7010 -1.2395
C 0.2812 -1.3836 -1.9452
C 0.2016 1.3860 1.8237
H -0.6294 2.0618 1.5332
H 1.3362 -1.6466 -1.8030
H -1.6913 -0.7667 -1.5698
H -0.0874 0.8200 2.7437
H -1.4187 0.6834 0.0222
H 1.1889 1.9123 1.9925
*
```

Results
* LUMO: 0.4647 eV
* structure (SMILES): CC(=S)N/C=C/F
* molecular weight: 119.16 g mol⁻¹

Atom charges from the Mulliken analysis, given in e for atoms 1 to 8: -0.393, -0.241, -0.154, 0.469, -0.236, -0.156, -0.978, 0.302



--- x ---
Density functional theory data (ωB97M-V with the def2-TZVPD basis set) for the molecule C4H6FNS.

Structure (ORCA input):
```
! wB97M-V def2-TZVPD RIJCOSX def2/J DEFGRID3
* xyz 0 1
S -2.6808 -1.1292 -0.0524
F 2.0595 -1.6740 -0.0240
N 1.5460 0.8405 -0.1205
C -2.1611 0.4798 0.0060
C 0.7240 -1.2889 -0.1062
C 0.4102 0.2089 -0.1530
C -0.8205 0.8002 -0.1224
H -2.8537 1.2765 0.1676
H -0.7134 1.9220 -0.2792
H 1.6610 1.8741 0.5100
H 0.0983 -1.8605 -0.8001
H 0.3697 -1.7746 0.8075
H 2.3609 0.3250 0.1668
*
```

Results
* LUMO: -0.4929 eV
* structure (SMILES): N/C(=C/C=S)CF
* molecular weight: 119.16 g mol⁻¹

Atom charges from the Mulliken analysis, given in e for atoms 1 to 8: -0.344, -0.324, -0.546, -0.246, -0.472, 0.844, -0.654, 0.312



Bottom line: w, by a margin of 1.353 eV.



--- w ---
Density functional theory data (ωB97M-V with the def2-TZVPD basis set) for a structure of composition CH2IOP.

Structure (ORCA input):
```
! wB97M-V def2-TZVPD RIJCOSX def2/J DEFGRID3
* xyz 0 1
I 2.5752 -0.8239 0.0070
P 1.3466 2.5516 0.3522
O 0.3126 3.4272 -0.1781
C 1.0738 0.7187 -0.4881
H -0.1783 0.0951 -0.2234
H 1.2654 0.8059 -1.5662
*
```

Results
* LUMO: -1.2291 eV
* molecular weight: 187.90 g mol⁻¹

Charges computed using Mulliken, reported in e: 0.017, 0.489, -0.366, -0.754, 0.301, 0.314



--- x ---
Density functional theory data (ωB97M-V with the def2-TZVPD basis set) for the molecule CH2IOP.

Structure (ORCA input):
```
! wB97M-V def2-TZVPD RIJCOSX def2/J DEFGRID3
* xyz 0 1
I -0.8895 1.3937 0.0521
P -1.2534 -1.3750 0.4283
O -1.6995 -1.8691 -0.8023
C 0.9151 0.3901 0.1120
H 1.3593 0.6056 -0.7925
H 1.5681 0.8547 1.0024
*
```

Results
* LUMO (spin up / spin down): -0.6656 / -0.6660 eV
* molecular weight: 187.90 g mol⁻¹

Charges computed using Mulliken, reported in e: 0.113, 0.516, -0.291, -0.743, 0.219, 0.186



Bottom line: w, by a margin of 1.118 eV.



--- w ---
Density functional theory data (ωB97M-V with the def2-TZVPD basis set) for a cluster of 2 separate species, C3H4BrCl in total.

Structure (ORCA input):
```
! wB97M-V def2-TZVPD RIJCOSX def2/J DEFGRID3
* xyz 0 1
Br 1.7138 -1.1889 -0.1296
Cl -4.5541 -0.2092 -0.1881
C 0.7627 0.5185 -0.0695
C -2.1306 -1.4552 0.6586
C -3.1050 -0.8528 0.2612
H 0.1630 0.6702 0.7604
H -1.1349 -1.9202 0.8968
H 0.0780 0.3626 -0.9094
H 1.5118 1.3483 -0.0277
*
```

Results
* LUMO: 0.6707 eV
* structure (SMILES): C#CCl.CBr
* molecular weight: 155.42 g mol⁻¹

Atom charges from the Mulliken analysis, given in e for atoms 1 to 8: -0.141, -0.144, -0.719, -0.222, 0.104, 0.315, 0.261, 0.254



--- x ---
Density functional theory data (ωB97M-V with the def2-TZVPD basis set) for the molecule C3H4BrCl.

Structure (ORCA input):
```
! wB97M-V def2-TZVPD RIJCOSX def2/J DEFGRID3
* xyz 0 1
Br 2.2815 0.2543 -0.6052
Cl -2.2175 0.8469 -0.4421
C 0.5517 -0.2959 -0.1841
C 0.1224 -1.4392 0.2856
C -0.4383 1.1982 -0.1838
H -0.1902 1.7626 -1.1275
H -0.7847 -1.6509 0.7941
H 0.9141 -2.2610 0.5988
H -0.2390 1.5850 0.8642
*
```

Results
* LUMO: 0.7389 eV
* structure (SMILES): C=C(Br)CCl
* molecular weight: 155.42 g mol⁻¹

Atom charges from the Mulliken analysis, given in e for atoms 1 to 8: -0.095, -0.192, 0.125, -0.519, -0.525, 0.348, 0.310, 0.208



Bottom line: x, by a margin of 0.815 eV.